This record from OMol25 describes a structure of composition C29H48NOP3PtS. The level of theory is wB97M-V/def2-TZVPD.

Structure (XYZ):
```
84
C29H48NOP3PtS, DFT wB97M-V/def2-TZVPD
Pt -1.028 -1.257 -0.449
P -0.853 3.595 -0.722
P -1.918 -1.118 1.770
P -3.114 -1.111 -1.258
H 2.814 -2.054 -2.163
C 2.560 -1.586 -3.113
C 2.791 -0.287 -3.375
H 3.259 0.448 -2.718
C 0.412 4.776 -0.117
C -1.904 2.900 0.664
C -1.997 4.115 -2.022
C -1.895 -2.874 2.429
C -0.882 -0.267 3.080
C -3.477 -0.385 2.589
C -3.300 -0.207 -2.833
C -4.426 -0.207 -0.374
C -3.704 -2.807 -1.227
H 2.273 -2.236 -3.942
H 2.716 0.067 -4.411
H 1.222 4.813 -0.867
H 0.826 4.427 0.842
H 0.018 5.780 0.031
H -1.358 2.329 1.444
H -2.752 2.248 0.353
H -2.391 3.740 1.229
H -1.522 3.931 -2.987
H -2.210 5.177 -1.931
H -2.955 3.590 -1.967
H -2.503 -2.937 3.346
H -0.860 -3.157 2.693
H -2.309 -3.571 1.675
H -1.425 -0.282 4.039
H -0.739 0.797 2.824
H 0.073 -0.784 3.244
H -4.085 -1.195 3.026
H -4.112 0.219 1.933
H -3.193 0.284 3.415
H -4.339 0.103 -2.930
H -3.000 -0.824 -3.685
H -2.667 0.694 -2.786
H -5.215 -0.025 -1.112
H -4.076 0.758 0.011
H -4.805 -0.849 0.420
H -4.384 -2.891 -2.072
H -4.223 -2.962 -0.276
H -2.892 -3.536 -1.300
C 0.528 1.337 -3.309
C 0.540 0.287 -2.312
C -0.117 -0.949 -2.487
C -0.785 -1.153 -3.745
C -0.815 -0.153 -4.724
C -0.304 1.113 -4.483
O 1.227 2.368 -3.065
H 0.153 2.901 -1.497
H 1.250 0.416 -1.479
H 0.239 -1.919 -2.052
H -1.294 -2.123 -3.831
H -1.316 -0.336 -5.689
H -0.387 1.957 -5.175
N 0.794 -0.795 0.359
S 2.289 -1.454 0.569
C 3.526 -0.121 0.722
C 4.755 -0.549 1.238
C 5.787 0.370 1.474
C 5.684 1.678 0.980
C 4.534 2.064 0.302
C 3.405 1.201 0.240
C 2.242 -1.915 2.327
C 2.537 -1.106 3.430
C 2.397 -1.599 4.730
C 1.911 -2.886 4.953
C 1.595 -3.678 3.864
C 1.725 -3.196 2.567
H 0.670 0.131 0.794
H 4.899 -1.597 1.502
H 6.662 0.060 2.041
H 6.530 2.384 1.109
H 4.472 3.042 -0.188
H 2.451 1.577 -0.151
H 2.809 -0.056 3.289
H 2.636 -0.962 5.585
H 1.751 -3.253 5.977
H 1.202 -4.693 3.996
H 1.366 -3.779 1.718
```

## Properties
* LUMO level (alpha / beta): -10.75 / -15.76 eV
* relative energy (zero: lowest compared OMol25 entry of this formula, charge and spin): 417.5 kJ/mol
* charge: +4
* electronic energy: -2803.60839 a.u.
* E_HOMO (alpha / beta): -16.8 / -19.3 eV
* multiplicity: 5
* expectation value of S²: 6.06